Record 1
C38H51BrNP3Pd as an isolated structure at a distorted geometry, computed with the ωB97M-V functional and the def2-TZVPD basis.

The geometry in XYZ format:
```
95
Properties=species:S:1:pos:R:3:forces:R:3
C -1.777302 -3.968068 3.781216 0.12 0.24 -0.04
C -0.425595 -3.784277 3.415291 -0.30 -0.66 -0.25
C 0.333262 -4.938630 3.115334 -0.04 0.18 -0.08
C -0.311304 -6.176979 3.062857 0.13 1.00 0.52
N -1.602135 -6.281343 3.338124 -0.67 -1.18 -0.35
C -2.341894 -5.241506 3.691206 0.89 0.62 0.22
C 0.159336 -2.464845 3.358971 0.38 -0.69 1.79
C 0.745834 -1.442038 3.736847 -0.01 1.77 -1.10
C 1.176313 -0.092069 3.464569 -0.05 -1.43 0.08
C 1.101824 0.236342 2.086579 0.08 0.93 -1.51
C 1.354488 1.532193 1.643580 -0.24 -0.79 0.05
C 1.839098 2.476122 2.551376 -0.24 1.39 -1.20
C 1.928512 2.199394 3.915615 -0.18 -1.48 0.88
C 1.637491 0.900862 4.370250 0.39 1.17 0.13
Pd -0.080099 0.690476 -0.526784 0.90 -0.50 -1.43
P -1.015353 -1.334004 -1.072340 -0.30 -0.52 0.04
H 1.412511 -4.914266 3.008696 -0.12 0.27 -0.31
H -2.369852 -3.161863 4.199970 0.07 0.14 -0.36
H 0.269628 -7.079218 2.842689 -0.42 0.25 0.07
H -3.392516 -5.388055 3.964014 0.44 -0.16 -0.17
H 1.813206 0.627565 5.407984 -0.27 0.21 -0.12
H 0.869603 -0.548111 1.340262 -0.06 0.58 0.72
H 2.215461 2.997356 4.580383 0.21 -0.13 0.27
H 1.157213 1.854975 0.591927 0.63 -0.19 0.79
C -1.561893 -1.388513 -2.832021 -0.02 -0.04 -0.02
C -1.856271 -2.730205 -3.507963 -0.19 -0.18 -0.24
H -0.779476 -0.871132 -3.408934 -0.20 0.00 0.25
H -2.459850 -0.752343 -2.887366 0.28 -0.02 0.06
H -2.086283 -2.533378 -4.565336 0.08 -0.12 0.28
H -1.006355 -3.422672 -3.484670 -0.13 0.21 0.05
H -2.730257 -3.237823 -3.082372 0.28 0.13 -0.05
C 0.099118 -2.752861 -0.733438 0.27 -0.14 -0.21
C -0.458421 -4.171808 -0.584275 0.00 -0.33 -0.01
H 0.609739 -2.496956 0.209246 0.04 0.05 -0.24
H 0.860185 -2.742240 -1.523749 -0.14 0.00 0.24
H 0.391080 -4.869415 -0.563756 -0.25 0.11 -0.01
H -0.997123 -4.318007 0.361273 0.00 0.14 -0.25
H -1.111308 -4.477072 -1.410418 0.17 0.13 0.21
C -2.418448 -1.732720 0.028090 -0.34 0.14 0.09
C -3.556256 -2.591508 -0.521369 -0.34 -0.33 0.19
H -2.822847 -0.778645 0.393174 0.12 -0.31 -0.07
H -1.959658 -2.232638 0.896401 -0.09 0.15 -0.13
H -4.303324 -2.717580 0.275935 0.09 0.02 -0.30
H -4.064946 -2.138757 -1.383316 0.19 -0.03 0.24
H -3.233014 -3.600084 -0.809736 0.00 0.31 0.05
Br 2.361123 4.190889 1.799760 -0.35 -1.55 0.93
P 2.304065 0.244212 -1.534414 -0.90 -0.17 0.69
C 2.476726 -1.118128 -2.756994 -0.04 0.04 -0.18
C 3.612316 -0.984425 -3.775592 0.13 -0.24 -0.22
H 1.503009 -1.186925 -3.272709 0.38 -0.07 0.10
H 2.612128 -2.050075 -2.182547 -0.10 0.36 -0.16
H 3.547068 -1.829175 -4.473700 0.07 0.22 0.09
H 3.531850 -0.066895 -4.375353 0.10 -0.25 0.24
H 4.606379 -1.039320 -3.304187 -0.40 0.17 -0.16
C 2.983936 1.784756 -2.266622 0.05 0.08 -0.03
C 4.479335 2.056103 -2.054530 0.15 0.27 -0.27
H 2.387435 2.607223 -1.834614 0.20 -0.25 -0.20
H 2.737951 1.749689 -3.341965 0.04 0.10 0.35
H 4.707641 3.049173 -2.467548 0.01 -0.26 0.14
H 4.749181 2.080252 -0.986373 -0.07 -0.10 -0.40
H 5.120119 1.334609 -2.587894 -0.29 0.24 0.31
C 3.401487 -0.267882 -0.148492 0.10 0.08 -0.09
C 4.745813 -0.920865 -0.477576 0.27 0.00 0.30
H 2.792559 -0.961551 0.452421 0.22 0.10 -0.16
H 3.541124 0.624355 0.479375 0.06 -0.21 -0.12
H 5.242143 -1.146906 0.476505 0.01 -0.02 -0.29
H 4.625125 -1.877167 -1.006794 0.04 0.37 0.06
H 5.416416 -0.255976 -1.043152 -0.33 -0.36 0.16
C -3.628773 1.545028 -0.321314 -0.13 0.06 0.06
P -1.855169 2.087698 -0.244108 -1.13 -0.21 0.09
C -1.760503 3.316183 -1.579391 -0.03 0.32 0.12
C -2.385858 4.569639 -1.506240 0.17 -0.03 -0.21
C -2.220895 5.472802 -2.555879 0.05 0.19 -0.01
C -1.433539 5.166865 -3.667621 -0.11 -0.34 0.30
C -0.855837 3.902117 -3.745628 0.05 -0.01 -0.19
C -1.033869 2.971257 -2.728056 0.11 0.21 0.32
C -1.782376 2.836589 1.422656 0.49 0.26 0.19
C -2.196681 2.068828 2.530842 -0.05 0.36 -0.11
C -2.061295 2.594532 3.818028 0.25 -0.28 -0.09
C -1.494547 3.861346 4.022608 -0.36 0.10 -0.20
C -1.164164 4.658764 2.917906 0.40 -0.42 0.17
C -1.185412 4.089052 1.637315 -0.40 -0.07 -0.04
H -3.769001 0.777574 -1.100312 0.08 0.34 0.24
H -4.288825 2.405784 -0.545541 0.44 -0.37 0.08
H -3.946263 1.131020 0.648817 0.12 0.09 -0.39
H -2.981068 4.846755 -0.631534 0.19 -0.07 -0.30
H -2.682579 6.451818 -2.510698 -0.06 -0.07 0.11
H -1.281523 5.900359 -4.462418 -0.08 -0.26 0.29
H -0.244717 3.638388 -4.601562 -0.10 0.01 0.00
H -0.575112 1.980097 -2.790358 -0.08 0.30 -0.03
H -2.599948 1.055231 2.387105 0.07 0.56 0.12
H -2.410922 2.001193 4.669046 0.28 0.23 -0.25
H -1.319605 4.207358 5.047660 -0.35 0.08 -0.48
H -0.865113 5.705686 3.047536 0.18 -0.57 0.01
H -0.713456 4.598412 0.790119 -0.53 0.12 0.28
```
Positions in Å, forces in eV/Å.

Values from the calculation:
2S+1 = 3
lowest unoccupied orbital energy (alpha / beta) = -6.13 / -9.82 eV
expectation value of S² = 2.03
net charge = +2
frontier orbital gap (alpha / beta) = 5.826 / 3.508 eV

***

Record 2
C38H51Cl3N2O3PPdSi as an isolated structure at a distorted geometry, computed with the ωB97M-V functional and the def2-TZVPD basis.

The geometry in XYZ format:
```
100
Properties=species:S:1:pos:R:3:forces:R:3
C 0.534445 3.671197 1.532800 0.43 0.05 -0.21
C -0.876226 3.248521 1.758854 -1.26 -0.01 0.42
H 0.580078 4.652276 1.042986 0.14 -0.23 0.09
H 1.054150 2.945530 0.888359 -0.13 0.24 0.25
H 1.095645 3.748405 2.481520 -0.22 -0.11 -0.25
C -1.920822 4.089293 1.822574 0.41 -0.27 0.05
C -1.857901 5.573308 1.714720 -0.05 0.44 -0.10
H -2.921437 3.702270 2.022424 0.29 -0.02 -0.04
H -0.855915 5.937690 1.468224 -0.22 0.01 0.06
H -2.165104 6.031335 2.665556 0.07 0.02 -0.14
H -2.557755 5.941066 0.951006 0.11 0.02 0.08
Pd 0.585975 -0.083883 -0.153614 -0.92 0.78 -0.17
Cl 2.065132 -0.456213 1.670126 0.73 -0.09 0.77
Cl 1.912401 1.680461 -1.048837 1.22 0.42 -0.23
H 3.138422 -4.815311 -1.806674 -0.12 0.21 -0.14
H 5.337869 -3.811512 -0.976047 -0.04 0.32 -0.09
C 3.101102 -3.925455 -2.452415 0.18 -0.02 0.07
C 5.110506 -2.852614 -1.467345 -0.31 0.17 -0.23
N 3.682336 -2.780494 -1.764702 0.30 -0.30 -0.09
H 2.064941 -3.700319 -2.715301 0.21 -0.05 0.11
C 2.941006 -1.724019 -1.397831 -1.92 0.17 0.03
O 1.693129 -1.674899 -1.525925 2.25 -0.17 -0.12
H 5.383006 -2.023431 -0.804817 -0.03 -0.23 -0.13
H 3.514105 -0.893091 -0.957909 -0.23 -0.10 0.03
H 3.688129 -4.138524 -3.360168 -0.20 0.10 0.18
H 5.694290 -2.777044 -2.399651 -0.07 -0.08 0.29
H -0.541871 3.991847 -1.274805 0.09 -0.28 -0.05
H -3.141539 3.270019 -0.718920 0.11 -0.05 -0.12
C -0.587521 3.333830 -2.153580 0.23 0.03 0.15
C -3.011694 3.044347 -1.785874 0.06 -0.04 -0.02
N -1.720444 2.437196 -2.041639 -0.47 -0.31 -0.33
H 0.342228 2.754783 -2.225433 -0.45 0.27 0.06
C -1.652076 1.098416 -2.122120 1.38 -0.55 0.37
O -0.609696 0.408612 -2.112601 -1.65 0.89 -0.62
H -3.796202 2.354109 -2.108235 -0.03 0.16 0.08
H -2.650216 0.618638 -2.210609 0.29 0.12 0.17
H -0.714247 3.979757 -3.033229 -0.08 -0.13 0.00
H -3.087862 3.978849 -2.347310 -0.09 -0.07 -0.04
O -1.142777 1.092556 0.727442 0.45 -0.54 -1.30
C -1.118038 1.738600 1.926915 -0.26 -0.16 0.17
C -3.652195 1.346782 1.981011 -0.18 -0.05 0.34
C -2.434433 1.420266 2.663190 0.76 0.41 0.11
H -3.654361 1.463756 0.890687 0.03 -0.04 0.46
C -4.836865 1.144708 2.702514 0.46 -0.07 0.00
H -0.276992 1.370290 2.541216 -0.10 -0.03 0.29
C -2.384801 1.233375 4.042266 -0.33 -0.04 -0.09
H -5.787818 1.112758 2.170857 0.13 -0.01 0.18
C -4.786979 0.965356 4.091122 0.11 -0.05 -0.04
C -3.555372 0.986652 4.754557 -0.03 0.01 -0.01
H -1.404831 1.260156 4.534023 -0.44 0.01 -0.11
H -5.702612 0.784526 4.656109 0.20 0.04 -0.16
H -3.489040 0.795519 5.829023 -0.18 0.09 -0.29
Si 5.610199 3.268324 -2.495622 -0.16 -0.38 0.15
Cl 4.613585 4.904092 -1.691696 0.07 0.24 0.00
C 4.760016 2.906074 -4.125951 0.07 0.03 -0.02
C 5.427799 1.900339 -1.235728 0.02 0.00 -0.07
C 7.411599 3.748015 -2.749548 0.03 0.10 -0.04
H 3.680886 2.779490 -3.966053 0.25 -0.02 0.02
H 5.157766 1.987999 -4.579451 -0.09 0.15 0.06
H 4.914839 3.735722 -4.830394 -0.04 -0.19 0.15
H 7.512392 4.544580 -3.499213 -0.04 -0.15 0.16
H 7.997010 2.883979 -3.093989 -0.13 0.13 0.07
H 7.856205 4.107710 -1.811614 -0.12 -0.10 -0.19
H 4.361875 1.650487 -1.108038 0.26 0.12 -0.04
H 5.810349 2.226887 -0.258244 -0.03 -0.09 -0.23
H 5.966008 0.992431 -1.542469 -0.02 0.15 0.04
C 1.014901 -6.052200 0.214249 0.25 0.07 -0.05
C -0.289635 -5.852083 -0.233870 -0.16 -0.14 0.04
C -0.874614 -4.587341 -0.168727 0.35 -0.12 -0.11
C -0.121174 -3.492189 0.267894 -0.32 -0.46 0.22
C 1.165970 -3.699851 0.763056 0.11 -0.07 -0.10
C 1.738566 -4.967538 0.718459 -0.14 -0.11 0.10
P -0.824303 -1.807775 0.369186 -0.28 -0.40 0.28
C -2.150597 -1.911659 -0.858205 -0.40 0.32 -0.17
C -1.878448 -2.399233 -2.147038 -0.30 -0.11 0.03
C -2.922620 -2.603007 -3.048454 -0.08 0.25 0.24
C -4.235450 -2.268075 -2.682699 0.02 0.04 0.12
C -4.485702 -1.653985 -1.451497 0.29 0.09 -0.13
C -3.428273 -1.425800 -0.563591 -0.11 -0.36 -0.25
C -1.624082 -1.975661 2.009630 -0.03 -0.52 0.25
C -2.831265 -2.663595 2.175057 -0.12 0.08 0.11
C -3.318568 -2.954979 3.447940 0.09 -0.10 -0.03
C -2.565166 -2.624291 4.576715 0.04 0.25 -0.15
C -1.358755 -1.938504 4.421507 -0.10 -0.26 -0.16
C -0.877121 -1.644992 3.146148 0.00 0.18 -0.12
H 1.475312 -7.047914 0.179436 -0.24 0.42 -0.03
H -0.869109 -6.689085 -0.632562 0.17 0.21 0.20
H -1.915962 -4.456959 -0.466878 0.34 -0.04 -0.03
H 1.708461 -2.856662 1.193604 -0.02 -0.14 -0.22
H 2.754742 -5.098664 1.092274 -0.23 -0.06 -0.06
H -0.850231 -2.619754 -2.436190 -0.24 -0.05 0.15
H -2.714516 -3.020309 -4.035890 -0.08 0.14 0.28
H -5.062724 -2.471776 -3.364521 0.23 0.07 0.14
H -5.494113 -1.350114 -1.160799 0.27 -0.07 -0.21
H -3.593186 -0.904372 0.377156 -0.05 -0.17 -0.15
H -3.396645 -2.989206 1.300006 0.12 0.11 0.34
H -4.287563 -3.455437 3.540148 0.39 0.09 0.06
H -2.909702 -2.896900 5.573940 -0.03 0.15 -0.22
H -0.783928 -1.628916 5.295338 -0.10 -0.18 -0.21
H 0.101717 -1.177548 3.012699 -0.31 0.03 0.09
```
Positions in Å, forces in eV/Å.

Values from the calculation:
2S+1 = 3
lowest unoccupied orbital energy (alpha / beta) = 2.45 / 2.44 eV
expectation value of S² = 2.01
net charge = -1
frontier orbital gap (alpha / beta) = 6.071 / 7.175 eV

***

Record 3
C38H51Cl3N2O3PSiSn as an isolated structure at a distorted geometry, computed with the ωB97M-V functional and the def2-TZVPD basis.

The geometry in XYZ format:
```
100
Properties=species:S:1:pos:R:3:forces:R:3
C -1.684605 -2.035362 -4.062519 0.44 -0.10 0.07
C -1.154749 -2.890446 -2.938773 0.37 -1.03 -0.58
H -1.563912 -2.507794 -5.042915 -0.01 0.19 0.18
H -1.146633 -1.079075 -4.026517 -0.26 -0.46 -0.17
H -2.749711 -1.825536 -3.924978 0.06 0.04 0.11
C -0.578997 -4.091338 -3.127746 -0.54 0.74 -0.17
C -0.350481 -4.706466 -4.467930 0.20 -0.30 -0.68
H -0.263254 -4.689185 -2.282059 0.02 0.10 0.13
H -0.221349 -3.961927 -5.272738 0.04 -0.32 0.38
H -1.167085 -5.370555 -4.790542 0.06 0.10 0.13
H 0.549142 -5.333646 -4.437966 -0.06 0.10 -0.11
Sn -0.087814 0.617303 -0.264925 -0.32 -2.41 -0.78
Cl -2.473536 1.275038 -0.276710 -1.68 0.62 0.06
Cl 1.053726 2.137347 -1.707518 0.70 1.58 -1.09
H 0.645336 4.686644 3.504238 0.14 -0.27 -0.34
H -1.374794 5.949273 2.286020 -0.03 -0.15 -0.06
C 1.099003 4.649624 2.496021 -0.09 0.60 0.47
C -0.810187 5.796574 1.359886 0.42 -0.07 -0.08
N 0.068037 4.632284 1.472461 -0.11 0.75 0.40
H 1.739452 3.770831 2.398138 -0.23 0.19 0.00
C -0.228436 3.492523 0.866979 1.19 -2.37 0.57
O 0.354834 2.404712 1.166989 -1.12 3.47 0.06
H -1.506720 5.642735 0.526476 0.21 0.10 0.22
H -1.005738 3.567659 0.092362 0.12 -0.25 0.21
H 1.686271 5.574344 2.395189 -0.03 -0.27 -0.13
H -0.213075 6.707938 1.201496 -0.15 -0.29 -0.15
H 1.451697 -1.268633 -3.415607 0.15 0.12 0.20
H 2.325317 -3.835967 -2.001997 0.21 0.10 -0.13
C 2.474325 -1.071501 -3.069695 -0.25 -0.05 0.30
C 3.183874 -3.152178 -1.911317 -0.30 -0.10 0.41
N 2.739407 -1.775202 -1.804815 0.48 0.04 -0.37
H 2.612721 0.008208 -2.945833 -0.15 -0.26 0.14
C 2.684592 -1.227501 -0.576693 -0.04 0.80 0.38
O 2.259757 -0.105936 -0.273546 1.34 -1.28 -0.49
H 3.720845 -3.396598 -0.985396 -0.04 -0.17 -0.30
H 3.093006 -1.904645 0.212994 -0.25 0.25 -0.33
H 3.183250 -1.452842 -3.817372 -0.07 0.13 0.18
H 3.845620 -3.282495 -2.770451 -0.01 0.04 0.09
O -0.379062 -1.140699 -1.579671 -0.30 -1.08 -0.40
C -1.251718 -2.237226 -1.597309 0.50 0.87 1.01
C 0.207370 -3.573402 0.090763 -0.25 0.17 -0.19
C -1.036571 -3.237949 -0.442004 -0.65 0.42 -0.59
H 1.083517 -2.978401 -0.209861 -0.54 -0.51 0.10
C 0.287064 -4.634622 0.994532 -0.11 0.47 -0.20
H -2.317006 -1.936761 -1.512319 0.10 0.27 0.16
C -2.197975 -3.881802 0.001883 0.36 -0.19 0.05
H 1.261272 -4.919013 1.365340 0.05 -0.14 0.19
C -0.862697 -5.293508 1.412203 -0.12 -0.52 0.20
C -2.114139 -4.932828 0.911277 0.16 0.56 -0.19
H -3.156392 -3.512465 -0.389897 0.37 -0.40 0.18
H -0.788515 -6.100963 2.147641 0.00 0.24 -0.27
H -3.024073 -5.427402 1.226316 0.08 -0.09 0.18
Si -0.526313 3.221719 -3.978408 -0.21 0.13 -1.16
Cl -1.191252 1.202871 -3.893559 0.45 1.18 -0.64
C 1.295222 3.740243 -4.142175 0.32 -0.38 0.18
C -1.737535 4.075449 -2.840017 0.37 -0.10 0.38
C -0.957398 4.119217 -5.636260 -0.16 -0.51 -0.23
H 2.049481 3.164263 -3.608279 -0.24 0.13 -0.06
H 1.304010 4.752909 -3.725533 0.10 0.09 -0.06
H 1.596883 3.791890 -5.195309 -0.26 0.10 0.14
H -0.193328 3.931542 -6.421475 -0.57 0.06 0.41
H -0.917170 5.195426 -5.385565 0.00 -0.31 -0.10
H -1.954792 3.904143 -6.041490 0.16 0.08 0.05
H -1.885674 3.535896 -1.900292 0.01 0.09 -0.13
H -2.706356 4.169836 -3.346246 0.24 -0.06 0.02
H -1.336393 5.071051 -2.653683 -0.12 0.26 0.19
C -0.726205 2.931382 5.536924 0.04 0.12 0.15
C 0.348319 2.065307 5.735946 0.04 -0.06 0.01
C 0.620930 1.053525 4.812584 -0.05 0.12 0.03
C -0.176856 0.904000 3.672930 0.12 -0.27 0.36
C -1.267882 1.765610 3.500260 -0.02 -0.21 -0.28
C -1.537266 2.774025 4.413864 0.06 0.00 0.15
P 0.079434 -0.432196 2.406871 -0.12 -0.69 1.70
C 1.768724 -1.016033 2.758815 0.22 0.29 -0.11
C 2.789491 -0.044869 2.773512 -0.05 -0.61 0.12
C 4.111498 -0.435731 2.952861 -0.29 0.14 -0.03
C 4.430264 -1.786671 3.059804 0.46 -0.20 0.04
C 3.445862 -2.765659 2.967965 -0.15 0.27 -0.07
C 2.121240 -2.373293 2.811780 -0.03 0.14 0.13
C -0.979436 -1.726585 3.159952 -0.14 0.07 0.46
C -0.593887 -2.557345 4.224043 -0.34 -0.20 -0.06
C -1.503556 -3.448589 4.793278 0.18 0.33 -0.25
C -2.809942 -3.481293 4.312276 -0.08 0.03 0.01
C -3.205127 -2.643121 3.272032 0.01 0.00 0.08
C -2.300992 -1.764483 2.688747 0.49 -0.19 0.25
H -0.937368 3.725326 6.263195 0.10 -0.32 -0.28
H 0.974655 2.157195 6.626421 -0.18 0.03 -0.25
H 1.460563 0.373852 4.990399 -0.32 0.27 -0.08
H -1.908487 1.642271 2.623382 0.17 0.05 0.14
H -2.382120 3.440589 4.246508 0.13 -0.13 0.05
H 2.528617 1.001688 2.653492 0.06 -0.06 0.00
H 4.878912 0.333412 3.013253 -0.02 -0.24 -0.06
H 5.465619 -2.085574 3.208314 -0.11 0.07 -0.04
H 3.688699 -3.829535 3.015489 0.02 0.33 0.03
H 1.349677 -3.131652 2.762573 0.09 0.13 -0.10
H 0.424931 -2.533992 4.606680 -0.27 0.14 -0.04
H -1.177412 -4.093419 5.610595 -0.19 0.12 -0.19
H -3.528363 -4.160132 4.758520 0.01 0.00 -0.05
H -4.223373 -2.670031 2.897590 0.04 -0.07 0.09
H -2.595158 -1.106408 1.870844 0.00 -0.14 0.10
```
Positions in Å, forces in eV/Å.

Values from the calculation:
2S+1 = 1
lowest unoccupied orbital energy = 2.47 eV
net charge = -1
frontier orbital gap = 4.431 eV